Below is a cluster of 2 separate species, C4H13N3O in total, with properties calculated with ωB97M-V/def2-TZVPD.

Calculated values
Largest force on an atom = 2.56 eV/Å
LUMO = 0.82 eV
Total energy = -10872.6665 eV
Relative energy (zero: lowest compared OMol25 entry of this formula, charge and spin) = 115.56 kcal/mol
SMILES string = C/C(N)=C(\C)N.NO
Gap between HOMO and LUMO = 0.29626 Ha
Highest occupied orbital energy = -7.2 eV

Structure (ORCA input):
```
! RIJCOSX wB97M-V def2-TZVPD def2/J DEFGRID3
* xyz 0 1
O -0.60 0.66 1.72
H 2.25 -0.49 0.79
H -1.73 1.16 -1.40
C 0.00 0.19 -0.90
H 1.99 -2.20 0.52
C 1.84 -1.21 0.08
C 0.36 -0.95 -0.16
H -0.26 -0.27 1.04
H -1.80 -0.56 -1.36
N -1.24 0.28 -1.46
H -2.16 2.13 1.49
H 1.34 1.60 0.01
C 0.85 1.42 -0.95
N -1.80 1.33 2.01
H 1.62 1.32 -1.72
N -0.43 -2.13 -0.43
H -1.19 -2.23 0.22
H 0.24 2.30 -1.17
H 2.41 -1.15 -0.84
H 0.12 -2.98 -0.40
H -1.79 1.79 2.92
*
```



Below is a cluster of 2 separate species, C4H13N3O in total, with properties calculated with ωB97M-V/def2-TZVPD.

Calculated values
Largest force on an atom = 0.41 eV/Å
LUMO = 0.94 eV
Total energy = -10875.7398 eV
Relative energy (zero: lowest compared OMol25 entry of this formula, charge and spin) = 44.69 kcal/mol
SMILES string = NC(N)[C@@H](N)O.C=C
Gap between HOMO and LUMO = 0.36789 Ha
Highest occupied orbital energy = -9.1 eV

Structure (ORCA input):
```
! RIJCOSX wB97M-V def2-TZVPD def2/J DEFGRID3
* xyz 0 1
H 1.25 -1.98 0.73
H 1.33 -1.47 -2.10
H 0.21 0.84 0.61
H -1.80 1.52 2.15
N 1.90 -0.30 1.10
N 1.70 0.94 -0.90
H -0.91 -0.81 -0.38
H -2.96 -0.42 1.20
H 2.84 -0.06 0.82
C -2.77 0.47 0.62
H 1.60 1.95 -0.78
C -2.14 1.51 1.13
C 0.17 -1.00 -0.51
H -3.13 0.46 -0.40
H -0.26 -1.75 -2.35
C 0.96 0.21 0.10
H 1.72 0.07 2.03
O 0.48 -2.19 0.15
H -1.96 2.40 0.55
H 1.37 0.69 -1.83
N 0.40 -1.09 -1.94
*
```



Below is an isolated molecule of C4H13N3O, with properties calculated with ωB97M-V/def2-TZVPD.

Calculated values
Largest force on an atom = 7.37 eV/Å
LUMO = 0.97 eV
Total energy = -10873.8387 eV
Relative energy (zero: lowest compared OMol25 entry of this formula, charge and spin) = 88.53 kcal/mol
SMILES string = NCC(O)(CN)CN
Gap between HOMO and LUMO = 0.34835 Ha
Highest occupied orbital energy = -8.5 eV

Structure (ORCA input):
```
! RIJCOSX wB97M-V def2-TZVPD def2/J DEFGRID3
* xyz 0 1
H -0.90 -1.38 -1.55
C -0.97 -1.39 -0.44
H -0.13 1.15 -1.77
H 2.56 0.17 1.06
H 1.48 -1.77 0.61
O -0.12 0.21 1.31
H -2.05 -0.33 1.12
N -2.19 -1.00 0.28
H -0.17 1.31 1.18
C 1.51 -0.86 0.02
H 0.84 1.75 -0.33
H 3.48 -0.24 -0.10
H -0.84 2.95 0.06
H -3.00 -1.62 0.39
H -2.03 1.73 -0.22
H 1.47 -1.23 -1.04
C -0.06 1.14 -0.72
N 2.55 0.08 0.17
N -1.06 1.97 0.05
C 0.09 -0.21 0.00
H -0.46 -2.43 -0.07
*
```



Below is a cluster of 2 separate species, C4H13N3O in total, with properties calculated with ωB97M-V/def2-TZVPD.

Calculated values
Largest force on an atom = 1.40 eV/Å
LUMO = 0.11 eV
Total energy = -10872.8834 eV
Relative energy (zero: lowest compared OMol25 entry of this formula, charge and spin) = 110.56 kcal/mol
Gap between HOMO and LUMO = 0.27551 Ha
Highest occupied orbital energy = -7.4 eV

Structure (ORCA input):
```
! RIJCOSX wB97M-V def2-TZVPD def2/J DEFGRID3
* xyz 0 1
H -2.70 1.18 -0.23
N 0.64 -1.16 0.42
H -1.00 2.74 1.47
H -0.02 -1.81 0.85
C -0.42 2.06 0.86
H 0.71 1.19 2.34
H 0.06 1.24 -1.00
H 0.57 -2.37 -1.34
C -0.77 1.54 -0.36
H 1.96 -2.83 0.65
C 0.14 -1.39 -1.07
H 1.62 2.17 1.38
C 1.99 -1.76 0.52
H 2.53 -1.32 1.36
N -1.91 1.07 -0.85
H 0.70 -0.62 -1.64
N 0.83 1.52 1.38
H 1.04 0.63 0.77
H -1.75 0.01 -1.14
O -1.18 -1.39 -1.19
H 2.52 -1.53 -0.40
*
```



Below is a cluster of 2 separate species, C4H13N3O in total, with properties calculated with ωB97M-V/def2-TZVPD.

Calculated values
Largest force on an atom = 0.84 eV/Å
LUMO = 0.75 eV
Total energy = -10875.8439 eV
Relative energy (zero: lowest compared OMol25 entry of this formula, charge and spin) = 42.29 kcal/mol
SMILES string = CN(N)C=O.CCN
Gap between HOMO and LUMO = 0.36813 Ha
Highest occupied orbital energy = -9.3 eV

Structure (ORCA input):
```
! RIJCOSX wB97M-V def2-TZVPD def2/J DEFGRID3
* xyz 0 1
H 3.17 0.20 -1.15
C 2.31 0.20 -0.48
C -1.19 -2.01 0.72
H -0.05 2.58 -0.86
H 0.26 -0.20 -2.23
H -1.03 -2.42 1.71
N 0.68 0.73 -2.24
H -0.34 -2.28 0.09
N 1.25 1.03 -1.00
H -2.09 -2.44 0.31
C -1.33 -0.49 0.80
H 1.40 0.75 -2.97
H 1.96 -0.83 -0.35
H -1.46 -0.08 -0.21
N -2.53 -0.15 1.55
C 0.76 2.07 -0.30
O 1.14 2.41 0.79
H 2.60 0.61 0.49
H -0.42 -0.05 1.23
H -2.64 0.86 1.60
H -2.45 -0.49 2.50
*
```



Below is a cluster of 2 separate species, C4H13N3O in total, with properties calculated with ωB97M-V/def2-TZVPD.

Calculated values
Largest force on an atom = 0.43 eV/Å
LUMO (alpha / beta) = -0.21 / -1.22 eV
Total energy = -10871.9671 eV
Relative energy (zero: lowest compared OMol25 entry of this formula, charge and spin) = 131.69 kcal/mol
Gap between HOMO and LUMO (alpha / beta) = 0.31012 / 0.25177 Ha
Highest occupied orbital energy (alpha / beta) = -8.6 / -8.1 eV

Structure (ORCA input):
```
! RIJCOSX wB97M-V def2-TZVPD def2/J DEFGRID3
* xyz 0 1
N 0.07 1.62 -1.19
C -1.30 0.65 1.05
C 2.13 0.15 0.84
H -1.15 0.24 2.05
O 0.66 -0.58 -1.71
H 1.92 -1.35 -0.46
H -0.80 1.62 0.98
H -2.38 0.78 0.90
H -1.07 -2.05 1.09
H -2.37 -1.56 -0.02
H 0.83 1.75 -1.85
H 3.03 -0.24 1.35
H 1.54 0.69 1.58
H 2.46 0.84 0.06
N 1.44 -1.02 0.37
H -0.82 -2.19 -0.65
H -0.69 2.24 -1.47
N -0.71 -0.26 0.10
H -1.22 0.08 -1.89
C -1.28 -1.60 0.12
C -0.31 0.20 -1.26
*
```



Below is an isolated molecule of C4H13N3O, with properties calculated with ωB97M-V/def2-TZVPD.

Calculated values
Largest force on an atom = 2.51 eV/Å
LUMO = 0.70 eV
Total energy = -10872.6428 eV
Relative energy (zero: lowest compared OMol25 entry of this formula, charge and spin) = 116.10 kcal/mol
Gap between HOMO and LUMO = 0.26676 Ha
Highest occupied orbital energy = -6.6 eV

Structure (ORCA input):
```
! RIJCOSX wB97M-V def2-TZVPD def2/J DEFGRID3
* xyz 0 1
H 1.83 1.26 0.59
H 3.92 0.29 0.97
N -2.04 -0.49 1.20
H -1.92 -1.11 -1.01
H -0.71 -1.98 0.04
C -1.12 -1.03 -0.28
C 2.03 0.17 0.52
N -0.21 -0.01 -0.51
H 1.73 -0.28 1.47
H 0.07 1.87 -1.34
H -1.41 -0.85 1.96
C 1.20 -0.44 -0.62
O 3.39 -0.08 0.26
N -2.36 0.82 1.23
H -2.90 -1.05 1.17
H 1.63 -0.08 -1.56
H 1.32 -1.52 -0.61
H -0.68 0.72 -2.46
H -1.62 1.39 -1.12
H -1.55 1.35 1.53
C -0.63 1.05 -1.41
*
```



Below is a structure of composition C4H13N3O, with properties calculated with ωB97M-V/def2-TZVPD.

Calculated values
Largest force on an atom = 2.52 eV/Å
LUMO = 0.76 eV
Total energy = -10872.7023 eV
Relative energy (zero: lowest compared OMol25 entry of this formula, charge and spin) = 114.73 kcal/mol
Gap between HOMO and LUMO = 0.32579 Ha
Highest occupied orbital energy = -8.1 eV

Structure (ORCA input):
```
! RIJCOSX wB97M-V def2-TZVPD def2/J DEFGRID3
* xyz 0 1
H 1.22 0.22 -0.83
H 1.07 -0.78 -2.38
C -0.23 -1.32 -0.75
H -1.25 -2.22 0.94
H 2.51 1.36 0.99
H -1.20 2.18 1.82
H -0.81 2.76 -1.11
N 0.91 1.41 -0.02
H 1.90 -1.52 -0.94
N -1.17 1.85 -0.85
O 1.61 1.08 1.20
C 1.05 -0.95 -1.30
H -0.60 -0.14 -0.20
N -1.02 1.24 1.48
H -1.04 -1.47 -1.46
H -0.10 -3.29 0.12
H 0.49 -1.99 1.17
C -0.28 -2.26 0.44
H -0.48 0.71 2.15
H -2.16 1.89 -0.66
C -0.43 1.23 0.18
*
```



Below is a cluster of 2 separate species, C4H13N3O in total, with properties calculated with ωB97M-V/def2-TZVPD.

Calculated values
Largest force on an atom = 2.66 eV/Å
LUMO = 0.89 eV
Total energy = -10876.2333 eV
Relative energy (zero: lowest compared OMol25 entry of this formula, charge and spin) = 33.31 kcal/mol
SMILES string = N=C(N)N.CCCO
Gap between HOMO and LUMO = 0.34973 Ha
Highest occupied orbital energy = -8.6 eV

Structure (ORCA input):
```
! RIJCOSX wB97M-V def2-TZVPD def2/J DEFGRID3
* xyz 0 1
H -0.80 1.27 -0.69
H 0.79 -2.83 0.80
C 1.65 -2.81 0.09
H -0.42 -0.87 -0.23
H 1.89 -3.87 -0.13
H -2.42 1.54 -0.24
H 2.24 -1.64 -1.73
C 0.48 -0.71 -0.85
H -3.03 2.38 1.74
H -1.86 3.48 2.30
H 2.41 -2.38 0.73
N -2.02 2.58 1.97
C 1.28 -1.98 -1.16
H 1.08 0.04 -0.29
N -1.48 1.42 0.06
N 0.18 2.64 1.12
O 0.03 0.00 -2.02
H -0.03 -0.68 -2.70
H 0.37 2.77 2.11
C -1.05 2.22 1.05
H 0.70 -2.58 -1.93
*
```



Below is a cluster of 2 separate species, C4H13N3O in total, with properties calculated with ωB97M-V/def2-TZVPD.

Calculated values
Largest force on an atom = 2.51 eV/Å
LUMO (alpha / beta) = -3.25 / -6.54 eV
Total energy = -10868.6927 eV
⟨S²⟩ = 0.757
Relative energy (zero: lowest compared OMol25 entry of this formula, charge and spin) = 9.42 kcal/mol
Gap between HOMO and LUMO (alpha / beta) = 0.36809 / 0.24724 Ha
Highest occupied orbital energy (alpha / beta) = -13.3 / -13.3 eV

Structure (ORCA input):
```
! RIJCOSX wB97M-V def2-TZVPD def2/J DEFGRID3
* xyz 1 2
N 1.30 -1.72 -1.33
H -2.07 -1.28 1.60
H -1.72 0.19 2.38
C -0.89 -0.78 -0.76
O -0.62 3.18 -0.68
C 0.21 -0.91 -1.81
H -1.26 -1.81 -0.53
N 1.22 0.61 2.13
C -0.56 -0.31 0.66
H 0.96 0.28 3.05
H 1.84 -1.22 -0.65
N -1.61 -0.37 1.56
H 2.00 1.25 2.15
C 0.66 0.23 0.97
H 0.40 0.11 -2.21
H -1.81 -0.27 -1.03
H 1.22 0.56 0.09
H -0.07 3.30 0.10
H -0.81 2.24 -0.79
H -0.21 -1.26 -2.75
H 1.84 -2.01 -2.14
*
```



Below is a cluster of 2 separate species, C4H13N3O2 in total, with properties calculated with ωB97M-V/def2-TZVPD.

Calculated values
Largest force on an atom = 2.12 eV/Å
LUMO = 0.70 eV
Total energy = -12923.7794 eV
Relative energy (zero: lowest compared OMol25 entry of this formula, charge and spin) = 23.09 kcal/mol
SMILES string = NCCNC(=O)CN.O
Gap between HOMO and LUMO = 0.35541 Ha
Highest occupied orbital energy = -9.0 eV

Structure (ORCA input):
```
! RIJCOSX wB97M-V def2-TZVPD def2/J DEFGRID3
* xyz 0 1
H 0.49 1.04 -2.76
H -0.36 3.35 -1.26
C -0.06 1.37 -1.87
O -1.99 -2.65 -1.13
H 0.99 -1.71 2.38
H 1.31 -1.96 0.04
H 1.63 0.57 -0.70
C 1.29 -0.87 1.77
N -0.11 0.85 0.55
H -1.44 2.77 -2.45
H -1.09 1.05 0.40
C -0.02 -0.18 1.45
H 1.18 2.17 -0.38
H 2.73 -1.91 0.72
H -2.12 -3.60 -1.14
C 0.74 1.17 -0.59
N -0.53 2.73 -2.03
O -1.06 -0.55 1.98
H -1.59 -2.46 -0.28
H 1.93 -0.23 2.37
N 1.93 -1.34 0.54
H -0.86 0.62 -1.87
*
```



Below is an isolated molecule of C4H13N3P2, with properties calculated with ωB97M-V/def2-TZVPD.

Calculated values
Largest force on an atom = 1.03 eV/Å
LUMO = 0.99 eV
Total energy = -27406.4977 eV
Relative energy (zero: lowest compared OMol25 entry of this formula, charge and spin) = 0.00 kcal/mol
SMILES string = CN(C)P1NCCN1P
Gap between HOMO and LUMO = 0.32918 Ha
Highest occupied orbital energy = -8.0 eV

Structure (ORCA input):
```
! RIJCOSX wB97M-V def2-TZVPD def2/J DEFGRID3
* xyz 0 1
H 1.63 -2.60 -1.05
C 1.45 -0.52 -1.62
H 2.40 -1.48 0.10
H 1.71 0.44 -1.17
P -0.94 -0.72 -0.67
H -1.64 1.70 -1.57
H 2.11 -0.72 -2.47
N 0.32 -1.51 0.22
H -0.20 0.08 -2.74
H -0.13 1.88 1.79
C -0.63 0.95 1.51
H -0.07 0.11 1.91
C 1.54 -1.62 -0.56
N -0.67 0.86 0.07
C -1.52 1.89 -0.51
N 0.06 -0.60 -2.03
H -2.51 1.92 -0.04
H 0.63 -2.69 2.20
H -1.28 -2.32 1.66
H -1.04 2.86 -0.37
H -1.64 0.96 1.96
P -0.17 -2.94 1.07
*
```